# 1
{"formula": "C50H42AsBrCl5INO5PS3SiZr", "method": "wB97M-V/def2-TZVPD", "de_lowest_ev": 0.421, "homo_energy_ha": -0.097, "homo_lumo_gap_ev": 6.5, "total_charge": -2, "elements": ["I", "Zr", "Br", "As", "Cl", "Cl", "Cl", "Cl", "Cl", "S", "S", "S", "P", "Si", "O", "O", "O", "O", "O", "N", "C", "C", "C", "C", "C", "C", "C", "C", "C", "C", "C", "C", "C", "C", "C", "C", "C", "C", "C", "C", "C", "C", "C", "C", "C", "C", "C", "C", "C", "C", "C", "C", "C", "C", "C", "C", "C", "C", "C", "C", "C", "C", "C", "C", "C", "C", "C", "C", "C", "C", "H", "H", "H", "H", "H", "H", "H", "H", "H", "H", "H", "H", "H", "H", "H", "H", "H", "H", "H", "H", "H", "H", "H", "H", "H", "H", "H", "H", "H", "H", "H", "H", "H", "H", "H", "H", "H", "H", "H", "H", "H", "H"], "xyz": [[1.0580, -3.2804, 0.9178], [-0.4096, -0.5291, -0.0321], [-5.1504, -2.8600, 5.3043], [1.2436, 3.1595, -0.8918], [4.8874, 0.1838, -2.7026], [1.9133, -0.2520, 2.7439], [6.4939, 0.2946, -0.0331], [4.9936, 0.0560, 2.6877], [1.8028, -0.1483, -2.6503], [-4.1505, 0.2898, 0.9431], [-3.3927, -1.4695, 0.5366], [-0.4521, 1.6523, 1.6697], [-1.3854, -2.9521, -2.4449], [-2.2715, 1.6445, -2.1724], [-4.0564, -2.5607, 1.2163], [-0.5244, -2.0039, -1.6512], [-3.2601, -1.6838, -0.9186], [-1.2277, 0.6805, -1.3408], [-1.8830, -1.4883, 1.0416], [-1.2494, -0.7950, 3.8150], [-1.4308, 2.0497, -3.8241], [-3.9611, 0.9161, -2.5265], [4.7756, 0.1016, -0.0019], [1.7749, 6.2065, -4.5076], [0.4820, -4.8552, -5.6031], [4.1934, 3.6217, -0.5813], [-2.6066, 3.2576, -1.2883], [1.5040, 4.5385, -2.2668], [-0.1800, -3.7821, -3.5450], [-1.3157, -2.1159, 3.9621], [0.9162, 6.5520, -3.4747], [1.7490, -5.0795, -5.0821], [-4.0852, -1.1181, -5.6365], [5.4226, 2.9310, 1.3722], [-2.7824, -5.5898, 0.3306], [2.7131, -0.1340, 1.2161], [-3.5565, -2.0144, 4.6995], [-2.5126, -2.1915, -3.6217], [-2.4463, -2.7832, 4.4066], [-2.7111, -5.3655, -2.4305], [5.3962, 3.4911, 0.1045], [0.2763, 4.1301, 0.4811], [1.9461, -0.1809, 0.0497], [-2.2143, -4.4644, -0.2514], [-0.4770, -4.2072, -4.8372], [-3.2880, -6.4780, -1.8446], [2.3350, 4.1850, -3.3319], [-0.4028, 6.2032, 1.5387], [4.0978, 0.0032, 1.2092], [-1.3289, 4.1069, 2.2632], [-1.9673, -1.2749, -4.5154], [-2.7545, -0.7405, -5.5232], [1.0954, -4.0058, -3.0287], [-3.3221, -6.5900, -0.4582], [2.4819, 5.0138, -4.4339], [-3.5250, -0.6470, 4.5401], [3.0374, 2.6296, 1.2703], [-2.1801, -4.3493, -1.6330], [3.0018, 3.1989, -0.0045], [-4.6362, -2.0094, -4.7264], [4.0561, 0.0474, -1.1882], [-2.3344, -0.0862, 4.0888], [0.3695, 5.5136, 0.6213], [2.6715, -0.1027, -1.1311], [-3.8536, -2.5423, -3.7129], [0.7804, 5.7247, -2.3665], [2.0523, -4.6532, -3.7965], [-0.5353, 3.3827, 1.3535], [4.2366, 2.5004, 1.9534], [-1.2794, 5.4836, 2.3438], [2.5009, -5.5793, -5.6812], [-4.2308, 1.1182, -3.5676], [-4.7007, -0.6972, -6.4224], [6.3165, 3.8200, -0.3645], [4.2012, 4.0607, -1.5709], [0.2408, -5.1735, -6.6102], [-1.9729, 3.5460, 2.9289], [-0.3250, 7.2805, 1.6239], [0.3352, 7.4652, -3.5329], [-5.6841, -2.2746, -4.7904], [3.1340, 4.7141, -5.2459], [-3.3859, 3.7821, -1.8539], [-0.4347, 1.6045, -3.8881], [-1.9102, 5.9985, 3.0600], [-2.0220, 1.6944, -4.6720], [4.2432, 2.0427, 2.9353], [-2.6678, -5.2969, -3.5110], [6.3621, 2.8144, 1.8991], [-2.2672, 0.9781, 3.8933], [-4.0158, -0.1549, -2.3419], [-2.8112, -5.6601, 1.4097], [2.8522, 3.2323, -3.3175], [-1.7434, 3.9174, -1.2108], [-1.4563, -4.0177, -5.2622], [-2.3283, -0.0212, -6.2110], [-4.2868, -3.2016, -2.9726], [-0.4315, -2.6742, 3.6708], [-3.7745, -7.4604, 0.0022], [0.0832, 6.0020, -1.5866], [-0.9281, -0.9794, -4.4198], [-1.3055, 3.1289, -3.9380], [3.0403, -4.8169, -3.3849], [-4.3973, -0.0339, 4.7121], [1.0618, 6.0616, -0.0089], [-3.7073, -7.2583, -2.4683], [1.3337, -3.6712, -2.0244], [-1.8016, -3.6878, 0.3728], [-2.4629, -3.8603, 4.4879], [2.1200, 2.2640, 1.7230], [-4.6953, 1.3845, -1.8686], [1.8792, 6.8515, -5.3719], [-2.9792, 3.0652, -0.2799]], "forces_ev_per_a": [[0.06, -0.09, 0.09], [-0.58, 0.59, -0.41], [0.01, 0.01, -0.01], [0.20, -0.21, 0.04], [-0.04, 0.02, 0.05], [0.05, -0.11, 0.02], [0.01, -0.24, -0.05], [0.54, -1.89, 0.06], [0.03, 0.00, 0.03], [-0.01, 0.03, 0.06], [0.16, -0.12, -0.07], [-0.09, -0.30, -0.23], [0.51, -0.23, -0.39], [0.06, 0.04, -0.03], [0.02, -0.03, 0.14], [-0.36, 0.16, 0.41], [-0.09, -0.07, 0.12], [0.15, -0.52, 0.42], [-0.11, 0.54, -0.34], [0.13, -0.03, 0.15], [0.03, 0.02, -0.04], [0.02, -0.01, -0.05], [0.09, -0.10, 0.01], [0.01, 0.02, 0.01], [0.01, 0.01, 0.01], [0.13, 0.05, -0.05], [0.01, 0.01, 0.00], [-0.06, -0.05, 0.00], [-0.05, 0.06, 0.03], [0.04, 0.00, -0.04], [0.01, -0.02, -0.04], [-0.02, 0.01, 0.01], [0.01, 0.00, 0.01], [-0.19, 0.25, 0.14], [0.00, 0.00, 0.00], [0.09, -0.38, -0.11], [0.00, -0.03, 0.00], [-0.04, 0.02, 0.05], [-0.02, 0.02, -0.01], [0.04, -0.01, -0.02], [-0.07, 0.08, -0.04], [-0.03, -0.11, 0.06], [0.09, -0.17, 0.00], [0.00, -0.01, 0.01], [-0.04, 0.00, -0.03], [-0.02, -0.01, 0.00], [-0.02, 0.04, -0.05], [-0.01, 0.01, 0.02], [-0.01, -0.67, -0.08], [-0.05, -0.01, -0.06], [-0.01, -0.02, -0.03], [0.00, -0.02, -0.01], [0.00, 0.01, 0.03], [0.00, 0.01, -0.01], [0.01, -0.01, -0.01], [0.00, 0.03, -0.03], [-0.07, 0.63, -0.08], [-0.02, 0.05, 0.08], [-0.03, -0.15, 0.08], [0.00, 0.00, 0.01], [-0.03, 0.04, -0.02], [-0.06, -0.07, -0.07], [0.04, -0.01, 0.09], [0.05, 0.18, -0.05], [-0.04, 0.01, 0.02], [-0.13, 0.02, -0.20], [0.02, -0.01, -0.01], [0.05, 0.13, 0.24], [-0.21, 1.55, 0.21], [-0.03, 0.02, 0.02], [0.00, 0.00, 0.00], [-0.04, 0.02, -0.02], [0.00, 0.00, 0.00], [0.01, 0.00, -0.01], [-0.01, 0.02, -0.01], [0.00, 0.00, 0.00], [-0.01, 0.00, -0.01], [0.02, 0.00, 0.01], [0.00, 0.00, 0.00], [0.00, 0.00, 0.00], [0.00, 0.01, 0.00], [0.00, 0.01, 0.03], [0.00, -0.02, 0.04], [0.00, 0.00, 0.00], [0.04, 0.05, 0.05], [-0.26, 0.84, -0.25], [-0.01, 0.02, 0.00], [0.00, -0.02, -0.01], [0.00, 0.00, 0.03], [0.05, 0.03, 0.00], [-0.01, 0.00, 0.00], [0.03, -0.05, 0.03], [0.05, 0.04, -0.02], [0.00, 0.01, 0.02], [-0.01, -0.02, -0.01], [0.01, 0.00, 0.00], [0.00, 0.00, 0.03], [0.00, 0.00, 0.00], [-0.01, -0.04, -0.30], [-0.01, -0.01, 0.00], [0.02, 0.08, 0.01], [0.00, 0.00, 0.00], [0.00, 0.00, -0.01], [0.03, -0.07, 0.31], [0.00, 0.00, 0.00], [-0.01, 0.00, 0.01], [0.02, -0.02, 0.00], [0.00, 0.00, 0.00], [0.02, 0.18, 0.02], [0.00, -0.02, -0.02], [0.00, 0.00, 0.00], [-0.02, -0.02, -0.01]], "mulliken_charge": [-0.48, -2.12, -0.26, 1.86, -0.22, 0.01, -0.18, -0.09, -0.21, -0.40, 0.83, -0.10, 0.49, 1.15, -0.64, 1.49, -0.46, 0.81, -0.55, -0.10, -1.34, -0.59, 0.39, -0.52, -0.83, -0.63, -0.77, 0.51, 1.08, -0.22, -0.76, -0.50, -0.60, -0.79, -0.90, 0.35, 0.34, 0.86, -0.62, -0.34, -0.64, -0.23, -0.28, 0.24, -0.38, -0.79, -0.70, -1.11, -0.10, -0.71, -0.26, -0.73, -0.30, -0.67, -0.69, -0.53, -0.51, 0.96, 0.58, -0.64, -0.39, -0.06, -0.99, 1.06, -0.75, -0.94, -0.79, 0.18, -1.07, -0.80, 0.37, 0.43, 0.33, 0.37, 0.38, 0.39, 0.37, 0.34, 0.39, 0.36, 0.40, 0.53, 0.12, 0.38, 0.49, 1.11, 0.36, 0.31, 0.13, -0.24, 0.47, 0.52, -0.02, 0.37, 0.47, 0.47, 0.41, 0.37, 0.46, 0.36, 0.57, 0.45, 0.40, 0.94, 0.39, -0.11, -0.14, 0.42, 0.10, 0.48, 0.35, 0.05]}

# 2
{"formula": "C21H47NO2RuSSi2", "method": "wB97M-V/def2-TZVPD", "homo_energy_ha": [-0.371, -0.434], "homo_lumo_gap_ev": [7.1, 6.6], "multiplicity": 6, "total_charge": 1, "elements": ["Ru", "S", "Si", "Si", "O", "O", "N", "C", "C", "C", "C", "C", "C", "C", "C", "C", "C", "C", "C", "C", "C", "C", "C", "C", "C", "C", "C", "C", "H", "H", "H", "H", "H", "H", "H", "H", "H", "H", "H", "H", "H", "H", "H", "H", "H", "H", "H", "H", "H", "H", "H", "H", "H", "H", "H", "H", "H", "H", "H", "H", "H", "H", "H", "H", "H", "H", "H", "H", "H", "H", "H", "H", "H", "H", "H"], "xyz": [[0.0211, 0.2849, 1.9658], [-0.2594, 1.9652, 3.4461], [3.2634, 1.1186, 2.6528], [0.3985, 1.8708, -3.4951], [-2.5347, -0.1491, -3.1989], [-0.4627, -1.3997, 0.5508], [0.1496, -0.3999, 3.9359], [-3.6535, 0.7404, -3.3892], [-2.4855, -1.2434, -4.1228], [1.9498, 0.0615, 1.7538], [-3.7641, -2.0603, -4.2026], [1.5987, 3.3054, -3.2640], [4.6754, -0.0293, 3.1674], [-4.8245, 0.4104, -2.4814], [-0.6258, 2.6815, -4.8645], [0.4817, -1.6025, 5.9824], [3.8254, 2.4203, 1.4338], [-0.4193, 1.4263, -1.8327], [0.3117, -0.4278, 6.7169], [0.4496, -2.3351, -0.0425], [0.9196, -3.4380, 0.8990], [1.3631, 0.4882, -4.3273], [0.3936, -1.5767, 4.5816], [-0.0126, 0.7474, 4.6408], [-2.5984, -2.6485, 0.3239], [2.8500, 1.9408, 4.2817], [-1.5921, -1.9663, 1.2447], [0.0893, 0.7752, 6.0446], [-4.5749, -1.4940, -4.6771], [-3.5918, -2.9473, -4.8187], [-3.9962, 0.7150, -4.4373], [-4.5185, 0.4289, -1.4288], [2.0136, 0.1877, 0.6538], [-0.0489, 1.7213, 6.5478], [1.8002, -3.9336, 0.4678], [-2.0571, -1.1188, 1.7686], [-1.2749, 2.0887, -1.5910], [2.2401, 3.3016, -4.1603], [0.2973, 1.5306, -0.9974], [-0.0563, -2.7406, -0.9424], [1.0371, 4.2541, -3.2340], [2.3198, 1.2739, 4.9819], [-2.2088, -3.5622, -0.1472], [0.3410, -0.4591, 7.8120], [-5.2716, -0.5647, -2.7083], [0.6780, -2.5614, 6.4679], [-2.9883, -1.9668, -0.4461], [5.5786, 0.5649, 3.3744], [-3.4429, -2.9763, 0.9585], [-0.8078, 0.3820, -1.8426], [0.1469, -4.2013, 1.0028], [-2.2462, -0.8132, -5.1073], [2.2198, 3.1913, -2.3652], [4.4155, -0.5808, 4.0841], [3.7944, 2.2472, 4.7748], [-1.4399, 2.0578, -5.2633], [4.9115, -0.7605, 2.3829], [4.7241, 2.9300, 1.8178], [-1.6425, -1.8558, -3.7814], [0.4880, -2.4365, 3.9161], [2.2345, 2.8398, 4.1376], [4.0606, 1.9636, 0.4602], [0.1063, 2.8495, -5.6756], [2.1952, -1.0079, 1.9344], [-5.6256, 1.1437, -2.6045], [-3.2442, 1.7319, -3.1549], [1.2339, -3.0758, 1.8873], [2.2574, 0.2261, -3.7383], [-1.2406, -2.7049, 1.9797], [-4.0928, -2.4139, -3.2138], [0.7590, -0.4183, -4.5106], [-1.0155, 3.6688, -4.5603], [1.6969, 0.8937, -5.3078], [1.2964, -1.7268, -0.3877], [3.0314, 3.1683, 1.2902]], "forces_ev_per_a": [[-1.59, 0.05, -1.78], [-1.24, 2.63, 0.89], [0.83, -0.24, 0.04], [0.16, 0.94, -0.40], [-0.71, -0.26, -0.16], [-0.44, 0.19, 0.54], [-0.21, -2.03, 2.86], [0.39, -0.22, 0.00], [-0.04, 0.54, 0.13], [3.17, -0.67, -0.46], [-0.06, -0.29, -0.02], [0.08, -0.29, 0.24], [-0.08, -0.12, -0.32], [-0.23, -0.08, 0.22], [-0.41, -0.37, 0.06], [0.08, -0.79, -1.06], [0.00, 0.00, -0.02], [-0.34, -0.48, 0.18], [-0.11, 0.49, -0.28], [0.34, -0.12, -0.68], [0.08, -0.17, -0.28], [-0.04, -0.16, -0.01], [-0.12, 1.17, 0.50], [0.36, -1.22, 0.02], [-0.44, -0.01, 0.23], [-0.31, 0.30, 0.32], [-0.44, -0.84, -0.41], [-0.30, -0.21, -0.55], [0.14, -0.16, 0.19], [0.03, 0.09, -0.01], [0.31, 0.15, 0.19], [-0.03, -0.05, -0.16], [0.25, 0.22, 0.16], [0.04, -0.06, 0.13], [-0.26, 0.16, -0.01], [-0.08, -0.22, -0.06], [0.38, -0.27, -0.23], [-0.07, 0.19, 0.36], [-0.01, 0.02, -0.32], [0.36, 0.05, 0.48], [0.35, -0.30, 0.11], [0.41, 0.27, -0.25], [0.07, 0.36, 0.10], [0.06, 0.08, -0.51], [0.23, 0.22, 0.11], [-0.12, 0.40, -0.09], [0.21, -0.18, 0.20], [-0.24, -0.19, -0.04], [0.28, 0.18, -0.32], [0.25, 0.78, 0.02], [0.10, -0.01, 0.21], [0.03, -0.32, 0.01], [0.01, 0.26, -0.24], [0.06, 0.13, -0.23], [-0.38, -0.18, -0.34], [0.15, 0.29, 0.04], [0.09, 0.12, 0.19], [-0.31, -0.10, -0.19], [-0.13, 0.07, -0.15], [0.06, 0.07, 0.52], [0.22, -0.18, 0.18], [-0.01, 0.22, 0.25], [-0.34, -0.03, 0.25], [-0.16, 0.38, 0.03], [0.12, 0.10, -0.01], [-0.29, -0.11, -0.18], [-0.20, 0.05, -0.26], [-0.26, -0.05, -0.26], [-0.03, 0.35, 0.01], [0.12, 0.18, -0.26], [0.31, 0.31, 0.06], [0.04, -0.46, -0.12], [-0.14, -0.33, 0.57], [-0.31, -0.15, 0.11], [0.25, -0.11, -0.05]], "lowdin_spin": [3.61, 0.34, 0.05, 0.00, 0.00, 0.10, 0.18, 0.00, 0.00, 0.34, 0.00, 0.00, 0.01, 0.00, 0.00, 0.02, 0.01, 0.01, 0.02, 0.01, 0.00, 0.00, 0.03, 0.08, 0.00, 0.01, 0.03, 0.01, 0.00, 0.00, 0.00, 0.00, 0.05, 0.00, 0.00, 0.02, 0.00, 0.00, 0.01, 0.00, 0.00, 0.00, 0.00, 0.00, 0.00, 0.00, 0.00, 0.00, 0.00, 0.00, 0.00, 0.00, 0.00, 0.00, 0.00, 0.00, 0.00, 0.00, 0.00, 0.00, 0.00, 0.00, 0.00, 0.04, 0.00, 0.00, 0.00, 0.00, 0.00, 0.00, 0.00, 0.00, 0.00, 0.00, 0.00]}

Listing M for the structures above in their given order: 1442.37; 534.92 g mol⁻¹.